1.
The following is a quantum chemistry calculation of a cluster of 3 separate species, C32H53BBrI2N2O4 in total, from the Open Molecules 2025 dataset.

Each line ends with the Löwdin charge.
Atoms and positions in Å:
C  -0.934  -1.354  6.255  0.07
C  -1.234  -0.633  5.326  0.02
B  -1.657  0.313  4.102  -0.85
C  -0.379  1.164  3.576  -0.11
C  0.850  0.323  3.238  -0.18
C  2.104  1.085  2.881  -0.21
C  2.928  0.625  1.859  -0.05
C  4.091  1.282  1.513  -0.11
C  4.463  2.432  2.184  -0.12
C  3.657  2.905  3.203  -0.10
C  2.493  2.243  3.541  -0.04
O  -2.752  1.257  4.596  -0.03
C  -3.722  1.328  3.689  -0.61
Br  -3.469  2.928  2.437  0.60
C  -3.712  -0.054  2.934  -0.53
C  -4.629  -1.106  3.662  -0.12
C  -5.237  -0.745  5.016  -0.15
C  -6.550  -0.001  5.001  -0.21
O  -7.538  -0.883  4.426  -0.02
C  -8.826  -0.513  4.403  -0.55
C  -9.121  0.961  4.489  0.01
O  -9.685  -1.341  4.262  0.10
C  -4.160  0.100  1.484  -0.66
I  -6.215  0.609  1.360  1.05
C  -3.540  0.027  0.316  -0.79
C  -4.166  0.275  -1.031  -0.24
I  -1.497  -0.409  0.151  1.08
O  -2.408  -0.492  3.095  -0.06
H  -0.695  -2.013  7.054  0.00
H  -0.113  1.838  4.398  0.10
H  -0.622  1.799  2.720  0.08
H  1.081  -0.343  4.076  0.12
H  0.633  -0.326  2.389  0.06
H  2.643  -0.272  1.322  0.11
H  4.709  0.903  0.708  0.09
H  5.376  2.942  1.904  0.09
H  3.937  3.806  3.733  0.09
H  1.879  2.649  4.334  0.11
H  -4.666  1.599  4.146  0.07
H  -3.928  -1.917  3.852  0.13
H  -5.394  -1.509  3.001  0.07
H  -4.504  -0.200  5.615  0.13
H  -5.427  -1.679  5.551  0.12
H  -6.510  0.924  4.426  0.07
H  -6.846  0.247  6.023  0.13
H  -8.759  1.382  5.427  0.08
H  -8.594  1.491  3.695  0.07
H  -10.192  1.107  4.417  0.08
H  -4.540  1.297  -1.092  0.06
H  -3.451  0.089  -1.826  0.02
H  -5.005  -0.409  -1.173  0.05
C  -0.079  -1.112  -3.334  -0.12
C  -1.066  -2.249  -3.538  -0.28
N  -2.207  -1.867  -4.351  -0.20
C  -3.310  -2.807  -4.284  -0.25
C  -3.089  -4.223  -4.832  -0.09
C  -1.894  -1.334  -5.663  -0.25
C  -1.063  -2.206  -6.615  -0.09
H  -0.594  -0.232  -2.951  0.04
H  0.675  -1.404  -2.601  0.07
H  0.444  -0.838  -4.253  0.06
H  -1.453  -2.542  -2.559  0.09
H  -0.529  -3.126  -3.937  0.10
H  -4.167  -2.357  -4.792  0.11
H  -3.597  -2.887  -3.231  0.11
H  -3.049  -4.241  -5.921  0.05
H  -3.918  -4.866  -4.527  0.07
H  -2.171  -4.667  -4.446  0.07
H  -1.367  -0.387  -5.523  0.10
H  -2.839  -1.070  -6.146  0.11
H  -0.192  -2.630  -6.115  0.06
H  -0.699  -1.596  -7.445  0.07
H  -1.642  -3.024  -7.041  0.05
C  6.818  3.302  -1.668  -0.08
C  7.925  2.292  -1.926  -0.28
N  7.444  0.923  -1.936  -0.20
C  8.500  -0.068  -1.870  -0.25
C  9.487  -0.154  -3.042  -0.09
C  6.357  0.644  -2.859  -0.25
C  6.583  0.947  -4.347  -0.08
H  6.261  3.043  -0.767  0.07
H  7.245  4.297  -1.532  0.07
H  6.113  3.361  -2.498  0.07
H  8.662  2.366  -1.122  0.12
H  8.452  2.570  -2.854  0.10
H  8.035  -1.046  -1.722  0.11
H  9.070  0.131  -0.956  0.11
H  9.032  -0.594  -3.929  0.05
H  10.332  -0.787  -2.763  0.07
H  9.885  0.825  -3.310  0.06
H  5.481  1.205  -2.526  0.10
H  6.086  -0.407  -2.740  0.11
H  7.016  1.937  -4.497  0.06
H  5.625  0.928  -4.871  0.07
H  7.232  0.216  -4.827  0.05

The charge is -1.



2.
The following is a quantum chemistry calculation of a cluster of 12 separate species, C32H53BCl16N3O8 in total, from the Open Molecules 2025 dataset.

Each line ends with the Löwdin charge.
Atoms and positions in Å:
O  14.641  -18.165  29.048  0.11
C  15.718  -18.703  28.766  -0.42
O  15.910  -19.744  28.032  0.25
B  17.373  -20.052  27.940  -0.84
O  18.078  -18.985  28.693  0.20
C  17.057  -18.201  29.223  -0.30
O  17.279  -17.231  29.984  0.09
O  17.978  -20.004  26.586  0.23
C  18.591  -21.157  26.382  -0.33
O  19.160  -21.538  25.321  0.07
C  18.455  -22.011  27.660  -0.41
O  17.744  -21.365  28.493  0.25
O  18.974  -23.132  27.783  0.10
C  12.228  -10.426  28.989  -0.12
C  13.138  -11.576  29.334  -0.25
C  12.635  -13.024  28.923  -0.16
C  11.508  -13.420  29.793  -0.23
N  10.598  -13.735  30.482  0.12
H  11.212  -10.569  29.359  0.07
H  12.196  -10.379  27.901  0.07
H  12.615  -9.483  29.376  0.07
H  13.360  -11.448  30.394  0.11
H  14.087  -11.436  28.816  0.10
H  13.375  -13.801  29.111  0.11
H  12.382  -13.138  27.869  0.11
C  12.846  -16.658  34.222  -0.10
C  14.385  -16.520  34.386  -0.24
C  14.796  -15.339  35.249  -0.20
C  14.401  -13.963  34.869  -0.22
N  14.055  -12.906  34.535  0.12
H  12.332  -15.708  34.077  0.07
H  12.425  -17.079  35.136  0.07
H  12.588  -17.375  33.442  0.07
H  14.821  -16.443  33.390  0.11
H  14.743  -17.439  34.850  0.11
H  15.876  -15.334  35.396  0.11
H  14.347  -15.442  36.236  0.11
C  16.486  -27.752  28.798  -0.11
C  16.265  -29.217  28.974  -0.28
C  16.691  -29.890  30.292  -0.18
C  18.157  -29.967  30.512  -0.22
N  19.320  -30.018  30.638  0.13
H  15.657  -27.200  29.239  0.07
H  16.512  -27.428  27.758  0.08
H  17.392  -27.438  29.317  0.07
H  16.735  -29.762  28.156  0.11
H  15.199  -29.372  28.807  0.11
H  16.247  -30.883  30.360  0.11
H  16.417  -29.272  31.147  0.12
Cl  19.151  -19.592  34.977  0.48
C  19.864  -19.684  33.303  -0.61
C  20.503  -21.052  33.089  -0.61
Cl  21.876  -21.334  34.270  0.47
H  20.608  -18.889  33.247  0.07
H  19.121  -19.536  32.519  0.07
H  20.916  -21.032  32.080  0.07
H  19.874  -21.920  33.290  0.06
Cl  20.833  -29.567  25.330  0.52
C  20.225  -27.891  25.302  -0.65
C  21.366  -26.897  25.032  -0.69
Cl  22.198  -27.233  23.543  0.55
H  19.789  -27.693  26.281  0.06
H  19.386  -27.769  24.616  0.07
H  22.112  -26.838  25.825  0.07
H  21.004  -25.892  24.820  0.06
Cl  16.282  -13.626  25.575  0.57
C  17.936  -13.754  26.071  -0.70
C  18.560  -15.041  25.548  -0.64
Cl  18.958  -15.051  23.781  0.50
H  17.918  -13.715  27.160  0.07
H  18.503  -12.869  25.782  0.07
H  18.006  -15.959  25.745  0.07
H  19.531  -15.118  26.039  0.07
Cl  23.714  -18.766  25.891  0.60
C  23.783  -19.499  24.330  -0.76
C  22.930  -18.758  23.365  -0.68
Cl  23.392  -19.336  21.750  0.55
H  23.453  -20.537  24.360  0.08
H  24.809  -19.489  23.963  0.06
H  23.040  -17.674  23.331  0.07
H  21.867  -18.909  23.556  0.08
Cl  10.116  -21.974  29.239  0.54
C  10.364  -20.331  28.650  -0.69
C  9.720  -19.291  29.510  -0.70
Cl  8.005  -19.519  29.694  0.56
H  10.006  -20.311  27.621  0.07
H  11.431  -20.120  28.585  0.08
H  9.784  -18.316  29.027  0.07
H  10.152  -19.283  30.510  0.07
Cl  17.413  -25.006  21.766  0.51
C  17.773  -23.465  20.934  -0.67
C  19.244  -23.389  20.498  -0.63
Cl  19.566  -24.751  19.384  0.51
H  17.555  -22.599  21.560  0.07
H  17.025  -23.428  20.142  0.06
H  19.857  -23.492  21.394  0.07
H  19.399  -22.436  19.992  0.07
Cl  20.318  -25.817  31.689  0.51
C  22.053  -26.306  31.528  -0.62
C  22.260  -26.625  30.011  -0.66
Cl  23.636  -27.748  29.796  0.52
H  22.201  -27.235  32.079  0.05
H  22.742  -25.590  31.974  0.07
H  22.457  -25.716  29.444  0.07
H  21.381  -27.160  29.651  0.04
Cl  15.087  -24.842  32.743  0.55
C  15.550  -23.529  31.692  -0.69
C  14.438  -22.511  31.572  -0.69
Cl  13.860  -21.961  33.121  0.56
H  15.845  -23.898  30.709  0.08
H  16.412  -23.114  32.214  0.06
H  13.630  -22.979  31.009  0.07
H  14.799  -21.594  31.107  0.06

The charge is -1.



Number 1: E_tot -4855.91067 Eh. Number 2: E_tot -9405.51856 Eh.